1.
18
Properties=species:S:1:pos:R:3:lowdin_charge:R:1 method="wB97M-V/def2-TZVPD" e_lumo_ev=0.7 e_homo_ev=-8.343 energy_ev=-32190.8730 multiplicity=1 relative_energy_ev=0.000
C 1.7142 -0.6410 0.8290 -0.085
C 0.6288 0.0194 -0.0323 -0.837
C 0.3905 -0.5406 -1.3860 -0.181
C 0.7687 1.5623 -0.0808 -0.188
P -1.0251 0.0702 0.8667 0.440
P -2.8932 0.8298 -0.1370 0.307
P -2.2822 -1.3777 -0.1567 0.321
H 2.3649 -1.2094 0.2254 0.057
H 2.3416 0.1125 1.3558 0.088
H 1.3255 -1.2349 1.6724 0.069
H -0.1908 -1.4269 -1.1364 -0.029
H 1.3403 -0.6502 -1.8112 0.068
H -0.3129 -0.0563 -2.0506 0.079
H 0.9512 1.9697 0.8787 0.046
H 1.6242 1.8411 -0.7499 0.097
H -0.1501 2.0049 -0.5313 0.047
H -3.5574 0.4274 1.1591 -0.151
H -3.0383 -1.7001 1.0853 -0.149

---

2.
17
Properties=species:S:1:pos:R:3:lowdin_spin:R:1 method="wB97M-V/def2-TZVPD" e_lumo_ev="0.8 / -2.9" e_homo_ev="-4.550 / -9.440" energy_ev=-24444.1063 multiplicity=3 relative_energy_ev=2.646
C 2.1080 -0.7340 -0.9030 0.004
C 1.5529 0.0382 0.4205 0.016
C 0.1898 -0.4358 0.7465 0.049
C -1.0460 0.2926 -0.1566 0.278
P -1.7255 1.9066 0.3941 0.175
S -2.4420 -1.0071 -0.2910 1.295
H 2.7458 -0.0747 -1.5388 0.000
H 1.1324 -0.9011 -1.4138 0.003
H 2.5494 -1.6752 -0.6017 0.000
H 1.5786 1.1594 0.1234 0.004
H 2.2659 -0.2121 1.1949 0.003
H -0.0812 -0.1573 1.8237 0.002
H 0.0562 -1.4759 0.4344 0.017
H -0.5922 0.3714 -1.1087 0.009
H -2.8715 1.3632 0.9105 0.033
H -2.4910 2.1345 -0.8664 0.010
H -2.9297 -0.5930 0.8319 0.102

---

3.
16
Properties=species:S:1:pos:R:3:lowdin_charge:R:1 method="wB97M-V/def2-TZVPD" e_lumo_ev=3.9 e_homo_ev=-2.611 total_charge=-1 energy_ev=-15162.2105 multiplicity=1 relative_energy_ev=0.593
C -0.8338 2.0013 -1.4717 -0.159
C -0.1235 0.9635 -0.6062 -0.342
C 0.0195 1.3429 0.8958 -0.298
C 0.7799 0.2895 1.7065 -0.190
H -1.7760 2.3795 -1.0107 0.057
H -1.1941 1.6242 -2.4712 0.070
H -0.3661 3.0000 -1.6702 0.059
H 0.8855 0.7728 -1.0205 0.098
H -0.6897 0.0032 -0.6407 -0.008
H -0.9979 1.3300 1.2725 0.090
H 0.4547 2.3496 0.9462 0.093
H 0.3247 -0.7334 1.5186 -0.050
H 0.6939 0.5629 2.7429 0.036
H 1.8679 0.3363 1.4436 0.074
S 0.0852 -2.2287 -0.2510 -0.086
H 0.3818 -3.5489 -0.2406 -0.447

---

4.
16
Properties=species:S:1:pos:R:3:lowdin_charge:R:1 method="wB97M-V/def2-TZVPD" e_lumo_ev=2.8 e_homo_ev=-2.044 total_charge=-1 energy_ev=-15161.4691 multiplicity=1 relative_energy_ev=1.334
C -1.8349 -0.3698 3.4506 -0.162
C -0.4426 -0.8299 3.8988 -0.185
H -1.9042 -0.3704 2.3712 0.064
H -2.5248 -1.0592 3.9495 0.057
H -2.0626 0.6141 3.8721 0.059
H -0.3614 -1.9110 3.7665 0.055
H -0.0231 -0.6417 4.8758 0.053
H 0.2986 -0.5192 3.1611 0.058
C 0.9946 -0.2026 -3.7407 -0.258
C 1.1557 1.3141 -3.4633 -0.853
S 1.6421 2.1953 -5.0007 -0.009
H 0.0902 -0.4220 -4.3125 0.038
H 1.9384 -0.3855 -4.2404 0.029
H 0.6741 -0.6784 -2.8025 0.039
H 0.3775 1.9403 -3.0370 0.001
H 1.9823 1.3260 -2.7486 0.012

---

5.
17
Properties=species:S:1:pos:R:3:lowdin_charge:R:1 method="wB97M-V/def2-TZVPD" e_lumo_ev=3.2 e_homo_ev=-2.435 total_charge=-1 energy_ev=-25996.5161 multiplicity=1 relative_energy_ev=1.321
C 2.9818 0.7888 -1.4922 -0.414
S 3.6635 -0.5332 -0.4074 0.638
C 2.2280 -0.8652 0.6234 -0.518
H 3.8831 1.1627 -2.0048 0.019
H 2.3541 1.5462 -1.1080 0.019
H 2.4001 0.2921 -2.2300 0.008
H 1.3354 -1.3091 -0.1305 0.066
H 2.5688 -1.6390 1.4265 0.037
H 1.8415 0.0419 1.1504 0.023
C -3.2041 -0.5520 0.8616 -0.321
C -2.6725 0.7014 0.2359 -0.908
S -1.2346 0.2659 -0.7662 0.116
H -2.3881 -1.1103 1.4058 0.053
H -3.7899 -1.0623 0.0684 0.049
H -3.9764 -0.2440 1.7012 0.067
H -2.5972 1.4151 1.1413 0.058
H -3.3933 1.1010 -0.4753 0.007

---

6.
18
Properties=species:S:1:pos:R:3:lowdin_charge:R:1 method="wB97M-V/def2-TZVPD" e_lumo_ev=3.2 e_homo_ev=-2.839 total_charge=-1 energy_ev=-36833.3522 multiplicity=1 relative_energy_ev=0.139
C 1.5368 2.8363 0.4974 -0.241
C 1.2624 1.9089 1.6692 -0.787
S -0.2505 0.8869 1.3991 0.201
H 0.7720 3.6127 0.4706 0.053
H 1.5659 2.2716 -0.4352 0.028
H 2.5004 3.3664 0.5656 0.050
H 1.1698 2.5070 2.5849 0.025
H 2.0857 1.2262 1.8967 0.021
C -1.6619 -2.3019 0.0600 -0.192
C -0.9937 -2.6330 -1.2648 -0.612
S -1.2665 -1.3166 -2.5318 0.335
S 0.2210 0.0768 -2.1974 0.211
H -2.7501 -2.3578 -0.0273 0.063
H -1.4327 -1.2752 0.3338 -0.022
H -1.3440 -2.9956 0.8361 0.066
H -1.3959 -3.5255 -1.7525 0.045
H 0.0820 -2.7816 -1.1723 0.056
H -0.1007 0.4945 -0.9322 -0.298

---

7.
16
Properties=species:S:1:pos:R:3:lowdin_spin:R:1 method="wB97M-V/def2-TZVPD" e_lumo_ev="4.3 / 4.5" e_homo_ev="1.561 / -7.327" total_charge=-1 energy_ev=-4340.3282 multiplicity=2 relative_energy_ev=0.708
C 1.0756 -1.5925 -0.6888 0.127
C 2.2145 -0.8508 0.0051 0.270
H 0.1418 -1.0208 -0.5808 0.008
H 1.2633 -1.6859 -1.7545 0.022
H 0.9407 -2.6028 -0.2895 0.022
H 2.5982 -0.1196 -0.7182 0.048
H 2.0401 -0.3039 0.9212 0.052
H 3.0893 -1.5037 0.1918 0.040
C -1.5075 0.5109 0.5898 0.135
C -1.8875 1.9049 0.1387 0.136
H -0.5101 0.1424 0.3930 0.013
H -1.2775 0.3823 1.6556 0.044
H -2.2794 -0.1540 0.1793 0.015
H -1.1079 2.6736 0.2803 0.036
H -2.7408 2.3646 0.6208 0.015
H -2.0527 1.8555 -0.9439 0.017

---

8.
16
Properties=species:S:1:pos:R:3:lowdin_spin:R:1 method="wB97M-V/def2-TZVPD" e_lumo_ev="4.3 / 4.3" e_homo_ev="1.538 / -7.386" total_charge=-1 energy_ev=-4340.3554 multiplicity=2 relative_energy_ev=0.681
C -0.0358 -1.9971 0.6372 0.114
C -1.4376 -1.9243 1.2390 0.102
H -0.0489 -2.4338 -0.3599 0.025
H 0.4761 -1.0498 0.6623 0.014
H 0.6552 -2.6857 1.1500 0.013
H -2.1253 -1.6217 0.4439 0.025
H -1.7909 -2.8464 1.6981 0.009
H -1.5401 -1.1106 1.9511 0.027
C 0.4295 1.3759 -0.5494 0.273
C 1.0952 2.5129 -1.3103 0.192
H -0.1656 0.8194 -1.2799 0.044
H 0.8905 0.8078 0.2448 0.033
H -0.3336 1.8305 0.1160 0.058
H 0.9919 3.5207 -0.9373 0.024
H 0.5139 2.6314 -2.2302 0.028
H 2.1197 2.3535 -1.6293 0.019